No. 1
The following is a quantum chemistry calculation of 5 unconnected molecules or ions with the total composition C30H27NO18 at a distorted geometry, from OMol25.

Last column: Mulliken charge in e.
Geometry (Å):
O1 -0.49503 0.37784 0.08586  -0.250
C1 0.44224 0.06884 -0.62791  1.137
C2 1.83263 0.36126 -0.27537  -1.231
C3 2.82860 0.01842 -1.09759  0.462
O2 4.12161 0.28131 -0.78185  -0.600
C4 2.56227 -0.66694 -2.39690  0.881
O3 3.49224 -0.95067 -3.13436  -0.596
C5 1.17180 -0.98022 -2.73636  -0.839
C6 0.17832 -0.63994 -1.91186  0.061
O4 -1.11595 -0.92395 -2.20745  -0.556
H1 2.01004 0.85997 0.66870  0.585
H2 4.65024 -0.05973 -1.53189  0.245
H3 0.99336 -1.49284 -3.67217  0.502
H4 -1.63795 -0.57563 -1.45615  0.167
O5 -7.87042 1.32245 2.40044  -0.597
C7 -6.91043 1.02967 1.71072  0.859
C8 -5.53347 1.34323 2.10467  -0.703
C9 -4.50996 1.01956 1.31163  -0.053
O6 -3.22663 1.30091 1.66363  -0.236
C10 -4.72544 0.33525 0.00335  0.935
O7 -3.76722 0.07130 -0.70423  -0.481
C11 -6.09966 0.00043 -0.37929  -1.068
C12 -7.12326 0.32104 0.41563  0.300
O8 -8.40244 0.01583 0.07702  -0.571
H5 -5.39093 1.84138 3.05433  0.497
H6 -2.67829 0.96694 0.92328  0.229
H7 -6.24104 -0.51139 -1.32193  0.476
H8 -8.95243 0.35236 0.81074  0.348
O9 -3.88835 -7.32915 -1.89173  -0.613
C13 -3.52680 -6.19913 -1.61479  0.919
C14 -3.64948 -5.08133 -2.55464  -0.799
C15 -3.22570 -3.86035 -2.21856  0.362
O10 -3.33571 -2.81565 -3.07939  -0.615
C16 -2.61293 -3.59028 -0.88469  0.614
O11 -2.22007 -2.46794 -0.61613  -0.167
C17 -2.51250 -4.70368 0.06351  -1.077
C18 -2.93951 -5.92292 -0.27236  0.401
O12 -2.85582 -6.96450 0.59574  -0.572
H9 -4.09323 -5.29129 -3.51839  0.452
H10 -2.95927 -2.04783 -2.60805  0.328
H11 -2.08280 -4.49124 1.03336  0.450
H12 -3.22641 -7.73120 0.11741  0.346
O13 6.28473 0.86581 -2.62001  -0.595
C19 7.21709 0.55231 -3.34175  0.970
C20 8.60977 0.84429 -2.99140  -1.015
C21 9.60374 0.50131 -3.81362  0.373
O14 10.89939 0.76273 -3.50181  -0.563
C22 9.33869 -0.18330 -5.11104  0.942
O15 10.27105 -0.46425 -5.84360  -0.607
C23 7.94884 -0.49718 -5.45144  -0.808
C24 6.95328 -0.15778 -4.62814  0.346
O16 5.66201 -0.44534 -4.93108  -0.549
H13 8.78904 1.34329 -2.04860  0.434
H14 11.42108 0.42035 -4.25332  0.347
H15 7.77189 -1.00982 -6.38733  0.437
H16 5.13284 -0.09898 -4.18367  0.293
C25 -1.34370 2.49942 6.61990  -0.583
O17 -1.80123 3.33475 5.53560  -0.304
C26 -0.83040 4.31643 5.13788  -0.623
C27 -0.10824 3.98614 3.72329  0.218
C28 -1.25979 3.40163 2.73186  -0.694
C29 -0.85565 1.82809 2.86501  0.145
N1 0.64534 1.95104 2.67450  -0.295
C30 1.01055 2.83545 3.83087  0.229
O18 1.91739 2.65507 4.64997  -0.559
H17 -0.49447 2.93214 7.23575  0.283
H18 -2.22400 2.35604 7.34929  0.224
H19 -1.09802 1.44182 6.23544  0.226
H20 0.00583 4.50173 5.88519  0.303
H21 -1.35454 5.33225 4.99357  0.332
H22 0.26094 5.02199 3.41470  0.294
H23 -1.07393 3.65907 1.62593  0.336
H24 -2.30095 3.71006 3.05594  0.312
H25 -1.34342 1.10272 2.15940  0.088
H26 -0.90983 1.51772 3.97231  -0.193
H27 0.78044 2.59278 1.86440  0.321

Its SMILES is O=C1C=C(O)C(=O)C=C1O.O=C1C=C(O)C(=O)C=C1O.O=C1C=C(O)C(=O)C=C1O.O=C1C=C(O)C(=O)C=C1O.COC[C@@H]1CCNC1=O. As for the largest force on an atom: 4.0 eV Å⁻¹. The calculation puts the LUMO energy at -1.820 eV. For the frontier orbital gap, the calculation gives 7.5 eV. The net charge is 0.

---

No. 2
The following is a quantum chemistry calculation of a molecular structure, C30H28As2BrFeO14S2, from OMol25.

Last column: Mulliken spin population.
Geometry (Å):
Fe1 1.21128 -1.68256 0.73108  3.277
O1 1.67604 -2.68241 2.70365  0.050
S1 1.98153 -1.40183 3.36971  -0.017
O2 1.58798 -1.27931 4.73857  0.005
O3 1.43238 -0.36811 2.46275  0.024
C1 3.76729 -1.27524 3.33157  0.008
C2 4.38232 -1.24571 4.57221  0.000
C3 5.76808 -1.25297 4.68193  0.001
C4 6.54702 -1.30136 3.54572  0.000
C5 5.94274 -1.32406 2.29397  0.001
C6 4.56322 -1.30437 2.17208  0.005
S2 3.94890 -1.27949 0.49332  -0.010
O4 5.08760 -1.30256 -0.37108  -0.001
O5 3.05742 -2.47946 0.36893  0.039
O6 3.06634 -0.11624 0.36843  0.035
H1 3.75790 -1.22401 5.45296  0.000
H2 6.22745 -1.22699 5.66097  0.000
H3 7.62609 -1.31857 3.62034  0.000
H4 6.53661 -1.34361 1.39202  0.000
Br1 1.41353 -1.12972 -1.98979  0.032
C7 0.22068 -2.53410 -2.40471  -0.024
C8 -0.27972 -2.63634 -3.66584  0.007
C9 -1.11033 -3.73222 -3.98636  -0.004
C10 -1.39688 -4.67312 -3.04337  0.005
C11 -0.89125 -4.56782 -1.72311  -0.035
C12 -1.19174 -5.54481 -0.74320  0.033
C13 -0.70217 -5.43049 0.52328  -0.043
C14 0.09181 -4.31720 0.89131  0.055
C15 0.37874 -3.36539 -0.03376  -0.484
C16 -0.06849 -3.46372 -1.37538  0.067
H5 -0.04120 -1.88880 -4.40772  0.001
H6 -1.50828 -3.81991 -4.98793  0.000
H7 -2.02392 -5.52167 -3.28597  -0.001
H8 -1.81040 -6.38776 -1.02374  0.001
H9 -0.92113 -6.18411 1.26808  -0.003
H10 0.45027 -4.22888 1.90670  -0.014
C17 2.04653 2.79793 2.03860  0.018
O7 1.21381 3.96379 2.06879  -0.001
C18 -0.04496 4.08177 1.65598  0.011
O8 -0.60338 5.12263 1.90292  0.004
C19 -0.78123 3.01232 0.85339  0.030
C20 -2.07023 3.28322 0.60569  0.055
As1 -3.46751 2.10436 -0.14372  0.022
C21 -4.41806 3.37419 -1.28259  0.030
C22 -2.30736 1.07370 -1.34707  0.401
C23 -1.34473 0.44028 -0.51749  0.603
As2 0.21640 1.49598 0.05055  0.070
C24 0.62987 2.48253 -1.59155  0.035
C25 -1.61024 -0.72109 0.31249  0.220
O9 -0.78053 -1.27180 1.05000  0.129
O10 -2.85858 -1.14774 0.25671  0.060
C26 -3.17204 -2.31639 1.04207  -0.009
C27 -2.18294 1.06167 -2.79820  0.161
O11 -1.36469 0.39583 -3.39638  0.129
O12 -3.08311 1.85180 -3.41067  0.029
C28 -3.01806 1.83772 -4.84198  -0.005
C29 -2.83191 4.49398 1.09730  0.013
O13 -3.60735 4.38026 2.00689  0.004
O14 -2.86928 5.58439 0.31084  0.001
C30 -1.88237 5.78180 -0.70011  0.000
H11 2.91040 3.06886 2.64107  0.003
H12 2.39480 2.57702 1.02845  -0.003
H13 1.55626 1.93201 2.47589  -0.010
H14 -4.95756 4.03644 -0.60520  0.001
H15 -5.13555 2.79826 -1.86395  0.000
H16 -3.78310 3.94361 -1.95117  -0.001
H17 -0.19596 3.12192 -1.89990  -0.019
H18 0.87357 1.78136 -2.38694  -0.007
H19 1.50479 3.09741 -1.37580  0.001
H20 -4.19256 -2.56790 0.77419  0.000
H21 -3.09646 -2.07341 2.10031  0.004
H22 -2.48782 -3.12593 0.79225  0.006
H23 -3.81144 2.50006 -5.17503  0.000
H24 -3.17505 0.82837 -5.21877  0.003
H25 -2.04772 2.19794 -5.18093  0.002
H26 -2.22219 6.63904 -1.27508  0.000
H27 -1.80301 4.91585 -1.36008  0.002
H28 -0.91718 6.00096 -0.24947  0.000

As for the largest force on an atom: 0.9 eV Å⁻¹. The calculation puts the LUMO energy (spin up / spin down) at -1.828 / -2.644 eV. For the frontier orbital gap (spin up / spin down), the calculation gives 6.9 / 6.2 eV. The multiplicity is 6. As for the energy relative to the best compared isomer or geometry (same formula, charge and spin): 3.082 eV. The net charge is 0.

---

No. 3
The following is a quantum chemistry calculation of a molecular structure, C30H28AsBrN2O2S2W at a distorted geometry, from OMol25.

Last column: Mulliken spin population.
Geometry (Å):
W1 0.83367 -0.16212 0.02186  1.876
O1 2.07567 -3.72881 -5.05317  0.008
C1 1.79052 -2.83343 -4.17269  0.013
C2 1.08909 -1.62439 -4.39574  -0.001
C3 0.83638 -0.76222 -3.35816  0.008
N1 1.21383 -0.99177 -2.06953  0.015
C4 1.85870 -2.16774 -1.88351  0.004
Br1 2.15341 -2.43244 0.04324  -0.021
C5 2.18072 -3.09015 -2.82296  -0.002
H1 1.78812 -3.57096 -5.97220  0.000
H2 0.74984 -1.36356 -5.38913  0.001
H3 0.28930 0.15592 -3.54907  0.001
H4 2.70188 -4.00879 -2.59430  0.000
C6 -5.22837 -0.10386 -3.48096  -0.002
C7 -4.95899 -1.36644 -2.97299  0.001
C8 -3.84737 -1.57202 -2.16958  -0.006
C9 -3.00975 -0.49196 -1.89519  0.005
C10 -3.25774 0.77458 -2.41321  -0.001
C11 -4.37826 0.95675 -3.21096  0.001
As1 -1.56127 -0.78810 -0.49387  -0.061
C12 -2.74037 -0.53728 1.08044  0.002
C13 -3.62065 -1.47811 1.58766  0.002
C14 -4.36064 -1.17132 2.72692  0.004
C15 -4.24491 0.07906 3.31938  -0.002
C16 -3.40491 1.04182 2.78344  0.005
C17 -2.61973 0.74325 1.66713  0.007
C18 -1.67837 1.63834 1.01584  0.040
C19 -1.39844 2.95319 1.38131  0.004
C20 -0.50551 3.71672 0.63623  0.014
C21 0.11866 3.20225 -0.49141  0.011
C22 -0.09595 1.86792 -0.89757  -0.023
C23 -0.99933 1.07735 -0.10727  0.054
H5 -6.10568 0.05556 -4.09043  0.000
H6 -5.61483 -2.19525 -3.19241  0.000
H7 -3.62448 -2.55932 -1.76719  0.001
H8 -2.60738 1.61664 -2.20341  -0.001
H9 -4.58288 1.93990 -3.60752  0.000
H10 -3.73065 -2.43935 1.09734  0.001
H11 -5.03054 -1.90701 3.14472  0.000
H12 -4.82765 0.31130 4.19849  0.000
H13 -3.37544 2.02820 3.22005  0.000
H14 -1.90485 3.40109 2.22279  -0.001
H15 -0.33159 4.74474 0.91557  0.001
H16 0.70364 3.85783 -1.11917  -0.004
H17 0.09253 1.63206 -1.95378  -0.006
O2 2.68491 0.71465 0.37116  0.023
S1 3.74307 1.58943 1.17916  0.005
C24 5.34153 1.42590 0.32053  0.002
C25 5.99395 0.15565 0.83422  0.000
C26 5.71649 0.12281 2.33084  0.001
C27 4.22972 0.40595 2.50442  0.002
H18 5.89249 2.31502 0.64128  -0.001
H19 5.21253 1.46476 -0.75907  0.000
H20 7.06415 0.17766 0.63487  0.000
H21 5.57884 -0.72816 0.34244  0.000
H22 6.30300 0.88178 2.85218  0.000
H23 5.97514 -0.84303 2.76678  0.000
H24 4.00111 0.85010 3.46987  0.002
H25 3.61206 -0.48448 2.35258  0.000
S2 0.24409 0.62514 4.59368  0.027
C28 -0.14254 -0.97663 4.13107  -0.013
C29 0.07411 -1.17038 2.80504  0.028
N2 0.53769 -0.05929 2.13471  -0.056
C30 0.67138 0.96023 2.98354  0.032
H26 -0.49162 -1.70060 4.84392  0.000
H27 -0.08485 -2.10544 2.27394  0.005
H28 1.01338 1.93087 2.65781  -0.006

As for the largest force on an atom: 3.0 eV Å⁻¹. The calculation puts the LUMO energy (spin up / spin down) at -14.343 / -13.879 eV. For the frontier orbital gap (spin up / spin down), the calculation gives 4.8 / 5.3 eV. The multiplicity is 3. As for the energy relative to the best compared isomer or geometry (same formula, charge and spin): 1.206 eV. The net charge is +4.